No. 1
Formula: C4H6NO
Source: OMol25
Level of theory: wB97M-V/def2-TZVPD

Last column: Mulliken charge in e.
Cartesian coordinates (Å):
C1 -0.797 0.460 -1.085  0.04
C2 0.623 0.415 -1.278  -0.47
C3 -0.177 -0.238 1.196  -0.51
C4 1.449 -0.399 0.776  0.22
N1 -1.416 0.126 0.043  -0.23
O1 1.638 -0.076 -0.418  -0.20
H1 -1.401 0.570 -2.024  0.35
H2 1.139 0.686 -2.114  0.47
H3 -0.751 -1.099 1.646  0.36
H4 -0.208 0.665 1.886  0.32
H5 2.243 -0.928 1.411  0.37
H6 -2.344 -0.180 -0.040  0.27

For the energy relative to the best compared isomer or geometry (same formula, charge and spin), the calculation gives 89.7 kcal per mole. Its net charge is +1. The gap between HOMO and LUMO (spin up / spin down) is 7.42 / 7.42 eV. The value obtained for the LUMO energy (spin up / spin down) is -5.91 / -5.91 eV. The calculated total energy is -7771.008 eV.



No. 2
Formula: C4H6NO
Source: OMol25
Level of theory: wB97M-V/def2-TZVPD

Last column: Mulliken spin population.
Cartesian coordinates (Å):
C1 -0.460 -1.343 -1.166  0.82
C2 -2.041 -0.305 1.006  0.12
C3 -1.116 -0.492 -0.126  0.06
C4 1.415 0.271 -0.312  0.02
N1 0.283 -0.535 -0.483  0.55
O1 -2.016 0.626 -0.158  0.29
H1 -0.329 -2.036 -1.902  0.03
H2 -3.007 -0.857 0.969  0.00
H3 -1.641 0.075 1.897  0.00
H4 1.192 0.961 0.374  0.00
H5 1.903 0.816 -1.180  0.04
H6 2.235 -0.451 -0.003  0.07

For the energy relative to the best compared isomer or geometry (same formula, charge and spin), the calculation gives 95.8 kcal per mole. Its net charge is +1. The gap between HOMO and LUMO (spin up / spin down) is 9.66 / 6.92 eV. The value obtained for the LUMO energy (spin up / spin down) is -2.97 / -9.49 eV. The calculated total energy is -7767.018 eV. As for the multiplicity: 3.



No. 3
Formula: C4H6NO2
Source: OMol25
Level of theory: wB97M-V/def2-TZVPD

Last column: Mulliken charge in e.
Cartesian coordinates (Å):
C1 -1.504 1.015 0.379  -1.19
C2 -0.083 0.383 -0.334  0.16
C3 -0.037 -1.068 -0.289  -0.67
C4 1.179 -1.661 -0.038  -0.06
O1 2.145 -0.895 0.381  -0.59
N1 1.297 0.850 0.392  -0.01
O2 1.968 1.486 -0.410  -0.49
H1 -2.287 0.619 -0.240  0.30
H2 -1.560 2.114 0.368  0.35
H3 -1.591 0.613 1.444  0.29
H4 -0.023 1.031 -1.217  0.32
H5 -0.878 -1.755 -0.501  0.21
H6 1.374 -2.732 0.066  0.38

For the energy relative to the best compared isomer or geometry (same formula, charge and spin), the calculation gives 111.1 kcal per mole. Its net charge is -1. The gap between HOMO and LUMO is 6.89 eV. Its SMILES is C[C@H](/C=C\[O-])N=O. The value obtained for the LUMO energy is 4.36 eV. The calculated total energy is -9826.865 eV.



No. 4
Formula: C4H6NO2
Source: OMol25
Level of theory: wB97M-V/def2-TZVPD

Last column: Mulliken charge in e.
Cartesian coordinates (Å):
N1 -0.776 0.848 -0.989  -0.15
C1 -0.764 0.386 0.219  0.10
C2 0.299 -0.379 0.869  -0.75
C3 1.547 -0.301 0.071  0.05
O1 1.400 -0.544 -1.324  -0.61
C4 2.569 0.229 0.648  0.58
O2 3.491 0.617 1.259  -0.31
H1 -1.612 1.277 -1.369  0.26
H2 0.154 0.632 -1.414  0.32
H3 -1.629 0.628 0.800  0.43
H4 -0.053 -1.453 1.101  0.32
H5 0.536 -0.100 1.822  0.39
H6 2.310 -0.927 -1.715  0.37

For the energy relative to the best compared isomer or geometry (same formula, charge and spin), the calculation gives 38.9 kcal per mole. Its net charge is +1. The gap between HOMO and LUMO is 8.25 eV. Its SMILES is [NH2+]=CCC(O)=C=O. The value obtained for the LUMO energy is -5.02 eV. The calculated total energy is -9820.912 eV.



No. 5
Formula: C4H6NO2
Source: OMol25
Level of theory: wB97M-V/def2-TZVPD

Last column: Mulliken spin population.
Cartesian coordinates (Å):
C1 -0.483 0.315 0.733  0.68
C2 3.070 -0.219 -0.405  -0.02
C3 2.155 0.019 -1.272  0.14
C4 -2.690 -0.075 1.534  0.08
N1 0.021 0.904 -0.150  0.50
O1 -1.250 -0.160 1.596  0.05
O2 1.051 1.421 -0.722  0.55
H1 3.696 -1.061 -0.744  0.01
H2 3.189 0.201 0.596  0.01
H3 1.935 -0.179 -2.366  0.01
H4 -2.988 -0.539 2.493  0.00
H5 -3.004 -0.366 0.574  -0.01
H6 -2.930 1.036 1.493  0.00

For the energy relative to the best compared isomer or geometry (same formula, charge and spin), the calculation gives 129.6 kcal per mole. Its net charge is +1. The gap between HOMO and LUMO (spin up / spin down) is 6.75 / 7.49 eV. The value obtained for the LUMO energy (spin up / spin down) is -4.43 / -8.14 eV. The calculated total energy is -9812.446 eV. As for the multiplicity: 3.



No. 6
Formula: C4H6NO3
Source: OMol25
Level of theory: wB97M-V/def2-TZVPD

Last column: Mulliken charge in e.
Cartesian coordinates (Å):
N1 -1.277 -1.052 0.901  -0.34
C1 -0.454 -0.244 1.631  0.43
O1 -0.154 -0.524 2.783  -0.69
C2 0.156 0.872 0.830  -0.62
C3 1.105 0.297 -0.254  -0.44
C4 0.403 0.236 -1.649  0.47
O2 -0.400 1.165 -1.887  -0.71
O3 0.699 -0.750 -2.356  -0.74
H1 -1.635 -0.762 0.006  0.22
H2 -1.683 -1.853 1.352  0.21
H3 -0.595 1.508 0.362  0.40
H4 0.746 1.449 1.533  0.26
H5 1.393 -0.702 0.053  0.22
H6 2.013 0.902 -0.283  0.32

For the energy relative to the best compared isomer or geometry (same formula, charge and spin), the calculation gives 1.9 kcal per mole. Its net charge is -1. The gap between HOMO and LUMO is 8.14 eV. Its SMILES is NC(=O)CCC(=O)[O-]. The value obtained for the LUMO energy is 3.87 eV. The calculated total energy is -11880.386 eV.



No. 7
Formula: C4H6NO4S2
Source: OMol25
Level of theory: wB97M-V/def2-TZVPD

Last column: Mulliken charge in e.
Cartesian coordinates (Å):
C1 1.717 1.305 0.331  0.45
C2 1.865 -0.125 0.843  -0.38
C3 0.437 -0.577 0.651  -0.16
C4 -2.292 -1.259 0.583  -0.70
N1 0.385 1.448 0.027  -0.36
O1 0.605 -0.013 -2.115  -0.65
O2 2.662 2.029 0.138  -0.61
O3 -1.621 0.691 -1.278  -0.73
O4 -0.159 2.290 -2.294  -0.69
S1 -0.861 -0.992 1.747  -0.10
S2 -0.187 1.051 -1.553  1.14
H1 2.445 -0.626 0.107  0.18
H2 2.243 -0.421 1.829  0.39
H3 -0.003 -0.946 -0.229  0.30
H4 -3.038 -1.594 1.261  0.36
H5 -1.783 -1.925 -0.198  0.26
H6 -2.416 -0.336 0.149  0.32

For the energy relative to the best compared isomer or geometry (same formula, charge and spin), the calculation gives 78.3 kcal per mole. Its net charge is -1. The gap between HOMO and LUMO (spin up / spin down) is 7.69 / 7.70 eV. The value obtained for the LUMO energy (spin up / spin down) is 2.85 / 2.85 eV. The calculated total energy is -35594.780 eV.



No. 8
Formula: C4H6NOP
Source: OMol25
Level of theory: wB97M-V/def2-TZVPD

Last column: Mulliken charge in e.
Cartesian coordinates (Å):
C1 0.016 0.912 -2.032  -0.23
C2 0.282 2.008 0.255  -0.58
C3 -0.008 -1.102 -0.734  -0.19
C4 0.797 -0.825 0.459  -0.68
N1 0.005 -0.238 -1.670  -0.03
O1 -1.628 0.245 1.349  -0.52
P1 -0.027 0.707 1.279  0.30
H1 0.507 1.351 -2.872  0.27
H2 -0.525 2.739 0.254  0.29
H3 -0.728 -1.904 -0.768  0.36
H4 0.853 -1.665 1.144  0.35
H5 1.791 -0.443 0.238  0.33
H6 -1.886 -0.182 2.169  0.32

For the energy relative to the best compared isomer or geometry (same formula, charge and spin), the calculation gives 96.7 kcal per mole. Its net charge is 0. The gap between HOMO and LUMO is 7.86 eV. The value obtained for the LUMO energy is -0.15 eV. The calculated total energy is -17066.331 eV.



No. 9
Formula: C4H6NP
Source: OMol25
Level of theory: wB97M-V/def2-TZVPD

Last column: Mulliken charge in e.
Cartesian coordinates (Å):
H1 2.736 0.076 -0.633  0.25
N1 1.987 -0.488 -0.771  -0.46
P1 1.378 -1.090 0.541  0.14
C1 0.100 -2.080 -0.227  -0.55
C2 -0.808 -2.606 -0.848  0.29
H2 -1.514 -3.382 -1.230  0.34
C3 -1.257 1.454 0.235  -0.39
C4 -0.067 1.720 0.833  -0.72
H3 -2.098 0.910 0.701  0.24
H4 -1.435 1.734 -0.760  0.25
H5 0.359 1.489 1.858  0.35
H6 0.617 2.263 0.302  0.27

For the energy relative to the best compared isomer or geometry (same formula, charge and spin), the calculation gives 77.7 kcal per mole. Its net charge is 0. The gap between HOMO and LUMO is 9.02 eV. Its SMILES is [H]/N=P/C#C.C=C. The value obtained for the LUMO energy is -0.53 eV. The calculated total energy is -15019.774 eV.



No. 10
Formula: C4H6NaO3
Source: OMol25
Level of theory: wB97M-V/def2-TZVPD

Last column: Mulliken spin population.
Cartesian coordinates (Å):
C1 -2.751 -0.500 -0.178  0.00
C2 -1.949 -1.059 0.948  0.00
O1 -1.474 -0.359 1.844  0.00
H1 -3.447 -1.275 -0.534  0.00
H2 -3.300 0.397 0.131  0.00
H3 -2.073 -0.276 -1.016  0.00
H4 -1.417 -2.004 0.707  0.00
O2 0.848 -0.555 -0.424  0.14
Na1 1.898 0.391 -2.311  0.00
C3 1.233 -0.019 0.593  0.80
O3 2.193 0.773 0.819  -0.05
C4 3.066 1.270 -0.365  0.11
H5 4.054 0.868 -0.078  0.00
H6 3.119 2.347 -0.135  0.00

For the energy relative to the best compared isomer or geometry (same formula, charge and spin), the calculation gives 68.0 kcal per mole. Its net charge is 0. The gap between HOMO and LUMO (spin up / spin down) is 6.77 / 6.98 eV. The value obtained for the LUMO energy (spin up / spin down) is -0.70 / -0.70 eV. The calculated total energy is -14800.440 eV. As for the multiplicity: 2.